(1)
58
Properties=species:S:1:pos:R:3 method="wB97M-V/def2-TZVPD" homo_ev=-7.7 e_lumo_ev=-0.35 largest_force_ev_per_a=3.31 orbital_gap_ev=7.372 relative_energy_ev=1.149 charge=0
C 2.06441 -1.03322 3.75207
C 1.38449 0.16679 3.35261
C 0.16014 -0.19021 2.71268
H 1.71473 1.19475 3.57230
C 0.07793 -1.60300 2.67933
C 1.24760 -2.13039 3.30859
H -0.81959 -2.14227 2.35389
C 3.77816 0.46529 -0.73708
C 3.27856 1.37180 0.25448
C 1.91426 1.65456 -0.05935
H 3.83560 1.75739 1.12219
C 1.56536 0.99449 -1.26757
C 2.69609 0.19520 -1.62716
H -0.65935 0.47658 2.41150
H 1.47431 -3.18498 3.45030
H 3.03949 -1.08859 4.25577
H 2.74947 -0.38311 -2.55183
H 1.24475 2.36033 0.45449
H 4.76586 0.00807 -0.74477
La 2.69176 -1.27477 1.11822
C 0.42339 1.43596 -2.22140
C 1.10205 1.73683 -3.58693
C -0.25538 2.74336 -1.79920
H 1.82504 2.55539 -3.45577
H 0.37348 2.08232 -4.33214
H 1.64424 0.88412 -4.01508
H 0.48425 3.54116 -1.68261
H -0.81413 2.60585 -0.87087
H -0.95806 3.04471 -2.58954
C -0.74173 0.36999 -2.42462
C -1.94447 0.37081 -1.46245
H -0.27288 -0.63539 -2.39149
H -1.15094 0.53030 -3.43997
O -1.78766 0.44932 -0.23031
N -3.28503 0.23172 -1.80642
C -3.99717 -0.47028 -0.70846
H -3.58012 0.02008 -2.75031
C -3.87338 0.30786 0.60028
C -3.85021 -0.32879 1.85633
H -3.74130 -1.41747 1.90692
C -3.91761 0.42971 3.03361
H -3.94259 -0.07073 4.00373
C -3.97453 1.82538 2.98055
H -4.06300 2.41775 3.89413
C -3.90824 2.46367 1.73445
H -3.91231 3.54918 1.65809
C -3.84849 1.71180 0.56529
H -3.74017 2.19496 -0.40809
H -3.42090 -1.39783 -0.58056
H -5.04279 -0.71788 -0.97638
C 3.73560 -3.69837 -1.82787
S 2.76554 -3.92406 -0.33665
O 2.28169 -5.27012 -0.21776
O 3.67992 -3.39047 0.79846
O 1.67217 -2.84728 -0.37676
H 4.74823 -3.43995 -1.50164
H 3.32248 -2.88059 -2.43522
H 3.76099 -4.62771 -2.41397



(2)
58
Properties=species:S:1:pos:R:3 method="wB97M-V/def2-TZVPD" smiles="Cc1ccc2c(c1)N(C(=O)CCC(=O)N1CCN(c3ccccn3)CC1)C[C@@H](C)O2" homo_ev=-7.7 e_lumo_ev=0.08 largest_force_ev_per_a=19.82 orbital_gap_ev=7.765 relative_energy_ev=21.697 charge=0
C -3.71383 -3.48551 -2.09826
C -4.06005 -2.23288 -1.51496
C -5.64137 -2.13653 -1.03644
C -6.01285 -0.92620 -0.54461
C -5.00639 -0.03678 -0.40538
C -3.61829 -0.11348 -0.54410
C -3.13213 -1.15369 -1.20249
N -2.72914 0.78601 -0.14823
C -1.57765 0.78348 0.46228
O -0.76093 1.93519 0.53855
C -1.08092 -0.50278 0.87611
C -0.24258 -0.49080 1.94546
C 0.90632 -1.28846 2.09847
O 1.09260 -2.30804 2.63154
N 1.94207 -0.94993 1.26466
C 2.12667 0.43790 0.15970
C 3.33723 0.85891 0.96623
N 4.57280 0.41355 0.84829
C 5.27630 0.37826 -0.09244
C 6.47096 -0.50959 -0.45397
C 7.32993 -0.05514 -1.49045
C 6.94794 0.94257 -2.47481
C 5.85797 1.80796 -2.09115
N 5.09268 1.39604 -0.94391
C 4.37609 -0.95602 1.60264
C 3.29431 -1.87225 1.17032
C -3.45168 2.22845 -0.14681
C -4.63135 2.47234 0.70645
C -5.39893 3.70911 0.59348
O -5.47710 1.23318 0.30341
H -2.89940 -3.19331 -2.65694
H -3.44142 -4.26366 -1.50680
H -4.66238 -3.93533 -2.68150
H -6.30749 -2.73835 -1.57791
H -7.05008 -0.62888 -0.47053
H -2.13942 -1.44587 -1.33212
H -2.01987 -1.16527 0.94496
H -0.41569 -0.87383 -0.11686
H 0.23829 0.39853 2.26270
H -0.75202 -0.73958 2.78636
H 1.31116 0.89154 0.47923
H 2.39945 -0.04156 -0.61761
H 3.37071 2.02393 0.33202
H 3.30384 1.21227 2.01042
H 6.71809 -1.26437 0.22710
H 8.21905 -0.49342 -1.66360
H 7.61708 1.22187 -3.37334
H 5.53690 2.55977 -2.38101
H 5.18914 -1.46363 1.62600
H 4.14260 -0.91730 2.66606
H 2.91120 -2.64057 1.81562
H 3.31664 -2.08119 -0.01002
H -2.61483 3.04862 -0.03519
H -3.53479 2.51105 -1.39406
H -4.13776 1.95709 1.79908
H -5.60835 3.67757 -0.42109
H -4.60720 4.47975 1.09053
H -6.17214 3.53922 1.21892



(3)
60
Properties=species:S:1:pos:R:3 method="wB97M-V/def2-TZVPD" smiles="CCOc1ccc2[nH]c(=O)c(CN(Cc3cccs3)Cc3nnnn3C(C)(C)C)cc2c1" homo_ev=-8.1 e_lumo_ev=0.10 largest_force_ev_per_a=1.40 orbital_gap_ev=8.166 relative_energy_ev=1.734 charge=0
C 2.46753 2.79265 -4.03138
C 3.54520 2.91015 -2.95738
O 4.44358 1.81789 -2.96411
C 4.06476 0.62958 -2.42448
C 5.01410 -0.40167 -2.54114
C 4.77666 -1.64839 -2.01944
C 3.57290 -1.91196 -1.36103
N 3.29936 -3.14028 -0.81939
C 2.15388 -3.48672 -0.13990
O 2.02488 -4.61041 0.31632
C 1.16305 -2.41756 -0.03071
C -0.10364 -2.76774 0.69628
N -0.73068 -1.60453 1.30926
C 0.07834 -1.08204 2.41176
C -0.10320 0.38448 2.61888
C -0.51772 1.03309 3.73870
C -0.55014 2.43973 3.59585
C -0.14323 2.84837 2.37070
S 0.29768 1.51988 1.36732
C -2.08681 -1.92370 1.73891
C -2.82299 -0.72945 2.22441
N -3.03236 -0.48698 3.49960
N -3.71059 0.64725 3.56547
N -3.93773 1.10767 2.40946
N -3.39981 0.27592 1.51354
C -3.62868 0.47618 0.08790
C -4.64766 -0.56874 -0.38120
C -2.32054 0.35596 -0.69069
C -4.20791 1.87939 -0.09305
C 1.39390 -1.20066 -0.56909
C 2.61255 -0.89350 -1.24415
C 2.87049 0.37486 -1.77852
H 2.93193 2.70442 -5.01024
H 1.83949 3.67904 -4.01711
H 1.84608 1.91609 -3.86622
H 3.09662 3.03436 -1.96424
H 4.17672 3.77936 -3.16114
H 5.93875 -0.17981 -3.04929
H 5.51723 -2.42878 -2.11300
H 3.99640 -3.87095 -0.90419
H 0.12301 -3.55999 1.42800
H -0.80635 -3.19465 -0.02873
H -0.15743 -1.59580 3.35675
H 1.12760 -1.27456 2.16813
H -0.82131 0.52249 4.63456
H -0.87505 3.10705 4.37299
H -0.07210 3.84466 1.98202
H -2.61843 -2.36907 0.89358
H -2.08835 -2.64896 2.57062
H -4.93435 -0.36316 -1.40890
H -5.54043 -0.53098 0.23994
H -4.23606 -1.57398 -0.33621
H -1.66398 1.18721 -0.44661
H -2.53387 0.38548 -1.75611
H -1.79991 -0.56757 -0.45989
H -5.16333 1.96992 0.41547
H -4.34656 2.08075 -1.15184
H -3.53280 2.62255 0.32294
H 0.64910 -0.42469 -0.47727
H 2.11219 1.13086 -1.65273



(4)
55
Properties=species:S:1:pos:R:3 method="wB97M-V/def2-TZVPD" homo_ev=-11.2 e_lumo_ev=-5.80 largest_force_ev_per_a=1.44 orbital_gap_ev=5.418 charge=+1
C -2.04431 -1.83902 -2.09394
C -1.04187 -0.72979 -2.00370
C -1.52030 0.68589 -1.99530
C 0.27505 -1.02833 -2.03878
C 1.34140 -0.00184 -2.11092
Si 3.08733 -0.78070 -2.18139
C 4.33087 0.61989 -2.20583
C 3.28052 -1.80510 -0.63287
C 3.28198 -1.81121 -3.72636
H -3.06290 -1.43961 -2.15196
H -1.87059 -2.45567 -2.98737
H -1.98178 -2.50577 -1.22498
H -2.61617 0.72636 -2.00357
H -1.17179 1.23074 -1.10602
H -1.16013 1.23630 -2.88064
H 0.57651 -2.07984 -2.05076
H 1.25732 0.63620 -3.01205
H 1.33045 0.68127 -1.23852
H 5.35400 0.21982 -2.21097
H 4.19931 1.23916 -3.10336
H 4.21400 1.25706 -1.31934
H 4.28172 -2.25820 -0.59937
H 3.15144 -1.17958 0.26294
H 2.53422 -2.61131 -0.60474
H 4.27695 -2.27541 -3.74490
H 2.52903 -2.60736 -3.77265
H 3.18000 -1.18491 -4.62218
Br -7.84640 0.64625 -0.02097
C -6.05518 0.22822 0.40670
C -5.54648 -1.05648 0.15751
C -4.21518 -1.34978 0.43777
C -3.33506 -0.36692 0.98192
C -1.92993 -0.62448 1.14855
C -1.03824 0.27033 1.74611
C 0.25000 -0.04552 2.18887
C 1.11804 0.87438 2.87302
C 2.46315 0.52525 3.18340
C 3.33149 1.43402 3.78824
C 2.88356 2.72291 4.12770
Br 4.05732 3.95395 4.93891
C 1.55555 3.08697 3.85331
C 0.68529 2.17837 3.24979
C -3.91059 0.89102 1.32538
C -5.23865 1.18580 1.02850
H -6.19433 -1.81304 -0.27430
H -3.82726 -2.35141 0.24822
H -1.55342 -1.60870 0.84733
H -1.37718 1.30553 1.86930
H 0.62701 -1.05751 2.00741
H 2.81116 -0.48195 2.94829
H 4.35588 1.15089 4.01173
H 1.20365 4.07699 4.12186
H -0.34735 2.47476 3.08349
H -3.29971 1.64722 1.81643
H -5.63938 2.16386 1.26508